(1)
Density functional theory data (ωB97M-V with the def2-TZVPD basis set) for 7 unconnected molecules or ions with the total composition C5H21O9 at a distorted geometry.

Each line ends with the Mulliken charge.
Geometry (Å):
1 C -1.4925 2.2075 -1.6612  -0.438
2 O -0.4628 1.5581 -2.4015  -0.625
3 C -0.9875 2.6136 -0.2650  -0.667
4 C -1.7171 1.8229 0.8527  -0.968
5 C -1.1681 0.4333 1.0578  -1.166
6 C 0.1608 0.1284 1.2100  0.439
7 O 1.1112 1.1199 1.4468  -0.572
8 O 0.6878 -1.0093 0.9548  -0.758
9 H -2.3959 1.6121 -1.8429  0.301
10 H -1.7764 3.1413 -2.1648  0.299
11 H 0.0723 2.4279 -0.2307  0.421
12 H -1.2041 3.6671 -0.0874  0.388
13 H -1.5665 2.3775 1.8048  0.341
14 H -2.7950 1.7372 0.7241  0.333
15 H -1.8055 -0.4208 0.9605  0.797
16 H 0.0780 0.9907 -1.8369  0.372
17 H 1.8332 0.7656 1.9761  0.415
18 H -1.3292 0.0390 -3.1601  0.351
19 H -0.6224 -1.3463 -3.5561  0.295
20 O -1.2783 -0.6920 -3.7929  -0.701
21 H 2.8937 -2.3998 0.2455  0.315
22 H 2.1653 -1.2193 -0.3268  0.435
23 O 2.8959 -1.8284 -0.5331  -0.745
24 H 2.5449 1.1084 -0.7082  0.320
25 H 3.4217 0.3049 -1.7492  0.299
26 O 2.7178 0.9490 -1.6426  -0.636
27 H -1.1567 0.6936 3.4478  0.335
28 H 0.2460 0.8631 3.8125  0.300
29 O -0.3787 0.1541 3.6282  -0.621
30 H 0.7864 -2.5373 1.4109  0.505
31 H 0.3992 -3.9561 0.9802  0.286
32 O 1.0019 -3.4996 1.5746  -0.730
33 H -2.2597 -1.6678 -0.1923  0.486
34 H -1.0448 -2.5388 0.1525  0.270
35 O -1.9469 -2.5682 -0.1900  -0.674

Cartesian forces (eV/Å) of the 3 atoms listed first:
C 0.5166 0.5951 -0.5278
O 0.0289 0.2537 -0.5723
C -2.4132 -0.7692 0.2714

Summary:
- Net charge: -1
- Relative energy (zero: lowest compared OMol25 entry of this formula, charge and spin): 24.7 kcal/mol
- Gap between HOMO and LUMO: 6.73 eV

***

(2)
Density functional theory data (ωB97M-V with the def2-TZVPD basis set) for 4 unconnected molecules or ions with the total composition C5H22N2O3 at a distorted geometry.

Each line ends with the Löwdin spin population.
Geometry (Å):
1 C 2.0104 -0.9937 0.1056  0.070
2 C 1.4064 -0.2403 1.3528  0.018
3 C -0.0028 0.1730 1.1047  0.033
4 C 0.0913 1.1405 -0.1142  0.005
5 C -0.7766 0.7857 -1.3747  0.048
6 N -2.3785 0.7890 -1.1628  0.022
7 N 1.2851 -2.4148 -0.0898  0.134
8 H 1.8180 -0.6222 -0.9819  0.022
9 H 3.1364 -0.9330 0.1260  0.012
10 H 1.5080 -0.8498 2.3545  0.007
11 H 2.0702 0.7218 1.5628  0.001
12 H -0.7729 -0.6356 0.8309  0.023
13 H -0.5422 0.6744 1.9923  0.002
14 H 1.1817 1.2042 -0.6299  0.000
15 H -0.0711 2.2095 0.2445  0.001
16 H -0.5081 1.4024 -2.3785  0.002
17 H -0.6103 -0.4047 -1.6319  0.038
18 H -2.6115 -0.1516 -0.9669  0.023
19 H -2.9400 1.3030 -1.8624  0.004
20 H -2.5706 1.0663 -0.1610  0.004
21 H 1.5855 -3.0546 -0.9291  0.135
22 H 0.2711 -2.2303 -0.0625  0.047
23 H 1.6417 -2.9648 0.6856  0.056
24 H -2.2688 1.6626 2.4419  0.001
25 H -3.3777 2.4578 1.8007  0.001
26 O -2.5681 1.8789 1.5422  0.008
27 H 3.3934 2.2310 0.0813  0.000
28 H 4.0060 1.9005 -1.2791  0.000
29 O 3.3611 1.5620 -0.6331  0.002
30 H -2.5206 -2.9271 -0.0668  0.038
31 H -1.8094 -3.4514 -1.1312  0.086
32 O -1.8838 -2.4933 -0.6238  0.158

Cartesian forces (eV/Å) of the 3 atoms listed first:
C 0.0460 0.1365 -2.0270
C 2.0195 -0.4694 1.5095
C -2.4826 0.9031 -0.5926

Summary:
- Spin multiplicity: 2
- Net charge: +1
- Gap between HOMO and LUMO (spin up / spin down): 3.26 / 11.66 eV